Entry 1:
{"formula": "C40H108N8O12", "method": "the ωB97M-V functional and the def2-TZVPD basis", "smiles": "COC[C@H](C)N.COC[C@H](C)N.COC[C@H](C)N.COC[C@H](C)N.COC[C@H](C)N.COC[C@H](C)N.COCCNCCOC.COCCNCCOC.CCO.CCO", "homo_lumo_gap_ev": 8.92, "species": ["C", "O", "C", "C", "C", "N", "H", "H", "H", "H", "H", "H", "H", "H", "H", "H", "H", "C", "O", "C", "C", "C", "N", "H", "H", "H", "H", "H", "H", "H", "H", "H", "H", "H", "C", "O", "C", "C", "C", "N", "H", "H", "H", "H", "H", "H", "H", "H", "H", "H", "H", "C", "O", "C", "C", "C", "N", "H", "H", "H", "H", "H", "H", "H", "H", "H", "H", "H", "C", "O", "C", "C", "C", "N", "H", "H", "H", "H", "H", "H", "H", "H", "H", "H", "H", "C", "O", "C", "C", "C", "N", "H", "H", "H", "H", "H", "H", "H", "H", "H", "H", "H", "C", "O", "C", "C", "N", "C", "C", "O", "C", "H", "H", "H", "H", "H", "H", "H", "H", "H", "H", "H", "H", "H", "H", "H", "C", "O", "C", "C", "N", "C", "C", "O", "C", "H", "H", "H", "H", "H", "H", "H", "H", "H", "H", "H", "H", "H", "H", "H", "C", "C", "O", "H", "H", "H", "H", "H", "H", "C", "C", "O", "H", "H", "H", "H", "H", "H"], "xyz": [[-5.51156, 4.97217, 2.73310], [-4.78678, 6.06902, 2.06530], [-3.70389, 6.60809, 2.88680], [-2.89754, 7.58465, 2.08585], [-3.72328, 8.81452, 1.69256], [-2.38088, 6.88033, 0.89429], [-4.93324, 4.06633, 2.91505], [-6.24170, 4.46285, 2.10414], [-6.10596, 5.31826, 3.57869], [-4.17807, 7.13231, 3.71653], [-3.00904, 5.85734, 3.26317], [-2.10756, 7.99661, 2.71380], [-3.15021, 9.44240, 1.01032], [-3.92529, 9.38598, 2.59851], [-4.62837, 8.42839, 1.22373], [-1.61467, 6.27774, 1.15866], [-3.03015, 6.17251, 0.58197], [6.35962, 0.77335, -1.72470], [5.82134, 1.94916, -1.15274], [4.41559, 2.12937, -1.23208], [3.96953, 2.09841, -2.73371], [4.62811, 3.27607, -3.57538], [2.54199, 2.15501, -2.80433], [5.72219, -0.09552, -1.56083], [7.37818, 0.45021, -1.50972], [6.32827, 0.89039, -2.80794], [3.95551, 1.33642, -0.64244], [4.14962, 3.02446, -0.66979], [4.28102, 1.14296, -3.15582], [4.05731, 4.15553, -3.27733], [4.54203, 3.07686, -4.64356], [5.70773, 3.42613, -3.57402], [2.14313, 1.63012, -2.03914], [2.19459, 3.04015, -2.46382], [2.94101, -7.63829, 1.70862], [3.29520, -8.77816, 0.86570], [2.85625, -8.81080, -0.44332], [3.22751, -10.24710, -1.02910], [4.74801, -10.69245, -0.98394], [2.77377, -10.36109, -2.39981], [3.09377, -6.68977, 1.19375], [3.49906, -7.63221, 2.64491], [1.93565, -7.76899, 2.10894], [1.78687, -8.63067, -0.55326], [3.36945, -8.03956, -1.01769], [2.74282, -11.02736, -0.44228], [5.35399, -9.97414, -1.53614], [4.92988, -11.65965, -1.45253], [5.18290, -10.78098, 0.01162], [2.66700, -11.36467, -2.43897], [1.85554, -9.98822, -2.59445], [-1.56430, -3.47444, -2.46886], [-1.72512, -3.27922, -0.99848], [-1.63704, -4.49960, -0.27604], [-1.73981, -4.41218, 1.30103], [-0.54528, -3.75767, 2.02128], [-1.86615, -5.68530, 2.02689], [-2.53018, -3.77833, -2.87238], [-0.76394, -4.20103, -2.60881], [-1.38672, -2.48487, -2.88994], [-2.30296, -5.26069, -0.68272], [-0.71161, -4.95216, -0.63223], [-2.64684, -3.83074, 1.46637], [-0.26443, -2.83297, 1.51715], [0.36741, -4.35268, 2.05366], [-0.89965, -3.63438, 3.04467], [-1.48663, -5.49616, 2.94356], [-1.28409, -6.46086, 1.74439], [6.09117, -1.56599, 3.31529], [5.34197, -0.46729, 2.80320], [6.05666, 0.58591, 2.21024], [5.56539, 2.03767, 2.62675], [4.10881, 2.31763, 2.48950], [6.31996, 3.04655, 1.89257], [6.87283, -1.97981, 2.67822], [5.49687, -2.38856, 3.71314], [6.68026, -1.13858, 4.12670], [7.05842, 0.58302, 2.63988], [6.05920, 0.38162, 1.13957], [5.91563, 2.03724, 3.65895], [3.77977, 1.62205, 1.71749], [3.88835, 3.35805, 2.25069], [3.62811, 1.80250, 3.32117], [5.86432, 3.51533, 1.12269], [7.08932, 2.60964, 1.40545], [-1.04799, 4.31248, 4.56581], [-1.17399, 2.96613, 4.96762], [-2.13161, 2.21175, 4.21933], [-2.55865, 0.99337, 5.09127], [-1.41724, -0.03804, 5.29128], [-3.80110, 0.35245, 4.55396], [-0.62516, 4.45400, 3.57118], [-0.17104, 4.58176, 5.15448], [-1.88325, 4.97960, 4.77885], [-3.04842, 2.78796, 4.09471], [-1.75373, 1.84559, 3.26474], [-2.87889, 1.31166, 6.08335], [-1.85980, -0.97060, 5.64139], [-0.69177, 0.29891, 6.03171], [-0.74460, -0.27937, 4.46822], [-4.27682, 1.14824, 4.15334], [-3.73115, -0.26771, 3.75985], [-1.78464, 3.26243, 0.39242], [-0.61222, 2.66175, -0.30224], [0.50438, 2.28252, 0.56919], [0.58038, 0.79922, 0.44220], [0.88355, 0.36191, -0.94639], [0.89211, -1.04250, -1.07573], [2.16576, -1.69459, -0.68346], [2.23350, -2.07586, 0.66225], [3.16380, -3.11946, 0.90067], [-1.64195, 4.14757, 1.01233], [-2.14862, 2.55442, 1.13698], [-2.48982, 3.38892, -0.42905], [0.35355, 2.56627, 1.61074], [1.37771, 2.83723, 0.22612], [-0.42140, 0.45832, 0.70360], [1.28568, 0.38621, 1.16336], [0.10501, 0.61949, -1.53599], [0.69271, -1.24951, -2.12715], [0.15903, -1.54200, -0.44231], [2.99023, -1.04628, -0.98017], [2.25133, -2.52499, -1.38433], [2.99987, -4.11919, 0.49846], [3.01206, -3.25038, 1.97209], [4.21285, -2.84640, 0.78642], [-6.48623, -1.32971, -2.32712], [-6.18245, -1.59787, -3.70513], [-5.22500, -2.61165, -3.97779], [-4.50445, -2.32526, -5.24447], [-3.54052, -1.21723, -4.98303], [-3.17493, -0.59559, -6.22080], [-2.18755, 0.52831, -5.96247], [-2.86612, 1.55331, -5.27722], [-1.93491, 2.32525, -4.45244], [-7.22068, -0.53314, -2.20814], [-5.60531, -0.98129, -1.78795], [-6.67714, -2.24282, -1.76333], [-5.72680, -3.56173, -4.16126], [-4.64725, -2.87058, -3.09051], [-5.21509, -2.04979, -6.02370], [-4.07816, -3.28609, -5.53287], [-3.80073, -0.49127, -4.33082], [-4.09469, -0.09148, -6.51743], [-2.99055, -1.30004, -7.03188], [-1.77830, 0.90811, -6.89862], [-1.27863, 0.11831, -5.52216], [-1.28778, 2.93106, -5.08674], [-1.25002, 1.63942, -3.95377], [-2.32270, 3.03443, -3.72115], [0.92572, 5.09042, -2.79751], [1.24426, 6.31722, -1.92871], [0.14470, 6.51991, -1.07196], [1.75582, 4.88819, -3.47437], [0.12142, 5.46869, -3.42849], [0.60471, 4.20038, -2.25633], [1.61893, 7.21368, -2.42275], [2.01122, 6.00572, -1.21961], [-0.45847, 7.10123, -1.54085], [-3.68744, -0.37821, 0.82205], [-5.11413, -0.92134, 1.19450], [-5.96636, 0.27655, 1.29926], [-3.34701, -1.26485, 0.28720], [-3.02645, -0.25104, 1.67938], [-3.73659, 0.52081, 0.20767], [-4.92394, -1.53912, 2.07214], [-5.58751, -1.58382, 0.46983], [-6.82844, 0.07148, 0.92997]]}

=====

Entry 2:
{"formula": "C5H12N2O", "method": "the ωB97M-V functional and the def2-TZVPD basis", "multiplicity": 2, "total_charge": 1, "homo_lumo_gap_ev": [11.74, 6.22], "s_squared": 0.7560, "species": ["C", "C", "C", "N", "C", "C", "N", "O", "H", "H", "H", "H", "H", "H", "H", "H", "H", "H", "H", "H"], "xyz": [[-0.71234, -0.89618, 1.83177], [-0.05640, -2.26983, 1.95007], [0.13790, 0.06123, 1.04193], [-0.14847, 0.17413, -0.39600], [0.88862, 0.74525, -1.18002], [0.43247, 1.92503, -2.05871], [-0.71963, 1.73336, -2.78666], [1.09565, 2.91089, -2.15382], [-0.98613, -0.43951, 2.77889], [-1.62460, -1.08502, 1.25204], [-0.34813, -2.89418, 1.10662], [1.03556, -2.22129, 1.97298], [-0.28971, -2.83192, 2.85515], [1.22044, -0.05360, 1.15800], [0.01666, 1.10103, 1.42634], [-0.57241, -0.70537, -0.71127], [1.26222, 0.00860, -1.91364], [1.78111, 1.06164, -0.64679], [-1.34672, 1.07295, -2.35289], [-1.06608, 2.60278, -3.17401]]}

=====

Entry 3:
{"formula": "C11H30CoN6S", "method": "the ωB97M-V functional and the def2-TZVPD basis", "multiplicity": 4, "total_charge": 2, "homo_lumo_gap_ev": [9.57, 8.76], "s_squared": 3.7576, "species": ["Co", "N", "C", "C", "N", "C", "C", "N", "C", "C", "N", "H", "H", "H", "H", "H", "H", "H", "H", "H", "H", "H", "H", "H", "H", "H", "H", "H", "H", "C", "N", "C", "C", "S", "N", "C", "C", "H", "H", "H", "H", "H", "H", "H", "H", "H", "H", "H", "H"], "xyz": [[0.00654, 0.15429, 0.25354], [-0.53090, -1.83412, 0.98144], [-1.34176, -2.31940, -0.14593], [-0.46886, -2.31122, -1.40067], [0.16007, -0.99148, -1.59129], [-0.57982, -0.16616, -2.55615], [-0.10173, 1.29253, -2.56035], [0.05453, 1.80393, -1.17980], [1.58837, -1.12558, -1.91261], [2.39434, -1.33589, -0.62939], [2.13594, -0.22644, 0.31044], [0.21139, -2.50731, 1.16531], [-1.10357, -1.80237, 1.82201], [-2.19255, -1.64386, -0.26122], [-1.72449, -3.33222, 0.02548], [-1.06517, -2.58579, -2.27525], [0.30983, -3.06444, -1.27289], [-1.63238, -0.19384, -2.26843], [-0.48672, -0.57228, -3.57056], [-0.83109, 1.88387, -3.12181], [0.85165, 1.38216, -3.08245], [-0.74189, 2.39221, -0.94710], [0.87219, 2.40859, -1.13289], [1.93636, -0.21750, -2.40244], [1.76197, -1.95830, -2.60064], [3.45686, -1.41911, -0.87994], [2.08716, -2.26938, -0.15444], [2.66871, 0.58558, 0.00415], [2.50674, -0.47945, 1.22475], [-3.63088, 3.35681, 3.80932], [-2.96292, 2.22484, 3.19685], [-1.94115, 1.62417, 4.02329], [-3.18208, 1.83338, 1.94725], [-2.10262, 0.71485, 1.17774], [-4.27456, 2.18793, 1.26298], [-4.30684, 2.10695, -0.18068], [-5.59174, 2.27424, 1.87100], [-2.88478, 3.95234, 4.33658], [-4.37400, 3.03229, 4.53982], [-4.10427, 3.98847, 3.06303], [-2.28654, 1.61661, 5.05707], [-1.01071, 2.19636, 3.97229], [-1.74920, 0.59924, 3.70955], [-3.34178, 2.39176, -0.59643], [-5.06480, 2.79959, -0.54472], [-4.56273, 1.10039, -0.52267], [-5.57034, 1.96047, 2.90980], [-6.26138, 1.60023, 1.33269], [-5.99790, 3.28378, 1.79830]]}